1.
A structure of composition C45H54KN8O3P2Si2. Source: the Open Molecules 2025 dataset; level of theory: ωB97M-V/def2-TZVPD.

```
115
Properties=species:S:1:pos:R:3
K -0.8611 0.7594 -0.0168
N 0.6773 2.7970 4.1307
C -0.2787 2.0166 3.5797
N -0.5013 2.3974 2.3638
C 0.4210 3.3702 2.1630
N 1.0969 3.7770 3.2466
C 0.4197 4.0646 0.8653
C 0.6856 5.4522 0.7784
N 0.6318 6.0066 -0.4156
C 0.3172 5.2641 -1.4414
C 0.0570 3.8851 -1.3302
N 0.1360 3.2987 -0.1799
H 0.9736 2.8081 5.0953
H -0.7014 1.1328 4.0690
H 0.7856 6.0865 1.6564
H 0.3161 5.7963 -2.3889
H -0.3772 3.3084 -2.1534
O 1.9534 1.1372 0.9183
P 3.0122 0.1342 1.0250
C 2.6216 -1.4358 1.9206
P 1.3884 -2.4405 1.2005
O 0.3583 -1.6531 0.4573
C 2.1914 -3.6461 0.0190
C 1.6632 -3.6162 -1.2593
C 2.0946 -4.5469 -2.2147
C 3.0584 -5.4711 -1.9323
C 3.6337 -5.4545 -0.6619
C 3.2112 -4.5459 0.3021
C 0.6114 -3.5013 2.3772
C -0.8076 -3.6500 2.2296
C -1.4665 -4.5813 2.9863
C -0.7787 -5.3579 3.9319
C 0.5610 -5.1893 4.0846
C 1.2461 -4.2193 3.3932
C 4.3987 0.7396 2.0132
C 4.1622 1.4208 3.1604
C 5.1682 1.9155 3.9886
C 6.4481 2.0020 3.5147
C 6.7043 1.4214 2.3039
C 5.7472 0.7209 1.6013
C 3.6851 -0.4202 -0.5331
C 4.6707 -1.3816 -0.6881
C 5.0422 -1.8557 -1.9566
C 4.4243 -1.3876 -3.0868
C 3.5159 -0.2916 -2.9202
C 3.1438 0.1636 -1.6826
H 2.2536 -1.1250 2.9034
H 3.5881 -1.9484 2.1167
H 0.8393 -2.9442 -1.5212
H 1.6424 -4.5905 -3.1870
H 3.3058 -6.2650 -2.6661
H 4.3901 -6.2213 -0.4112
H 3.6339 -4.5542 1.2633
H -1.3638 -3.1165 1.4655
H -2.5321 -4.6962 2.8078
H -1.2995 -6.1142 4.4986
H 1.0048 -5.7554 4.8669
H 2.2409 -3.9698 3.7312
H 3.0961 1.5176 3.4814
H 4.8000 2.3542 4.9094
H 7.2368 2.5077 4.0637
H 7.7066 1.4208 1.8319
H 6.0220 0.2024 0.6953
H 5.1314 -1.8447 0.1894
H 5.7336 -2.7310 -1.9731
H 4.6642 -1.7642 -4.0796
H 3.0523 0.1509 -3.7654
H 2.3703 0.9451 -1.6027
C -1.0427 -1.2734 -3.3982
Si -1.7219 0.5046 -3.8518
C -2.9849 0.1560 -5.2367
C -0.1660 1.3508 -4.7428
N -2.1927 1.2476 -2.4259
C -2.9541 2.3697 -2.2867
C -3.3187 3.2125 -3.3276
C -3.9343 4.5127 -3.1264
C -4.2324 4.8616 -1.8134
C -3.9220 4.0503 -0.7433
C -3.3363 2.7731 -0.9308
N -3.1006 1.9171 0.0803
Si -3.7616 1.6722 1.5800
C -3.0955 0.0759 2.2891
C -5.6832 1.3315 1.5316
C -3.5853 3.0072 2.9316
H -0.8006 -1.8328 -4.3201
H -1.8125 -1.8266 -2.8385
H -0.1350 -1.1500 -2.7859
H -3.6710 0.9906 -5.4858
H -3.6816 -0.6226 -4.8725
H -2.4870 -0.2175 -6.1732
H 0.2347 0.5921 -5.4308
H 0.6477 1.5494 -3.9698
H -0.2931 2.3141 -5.2475
H -3.0109 2.9194 -4.3390
H -4.1855 5.1389 -3.9902
H -4.7396 5.8114 -1.7138
H -4.2716 4.3850 0.2082
H -2.9986 -0.7255 1.4855
H -3.7920 -0.2851 3.0532
H -2.1154 0.2264 2.7970
H -5.7509 0.2319 1.3873
H -6.0455 1.7906 0.5839
H -6.2439 1.6457 2.3875
H -2.7916 3.7220 2.8316
H -3.3836 2.6650 3.9874
H -4.5326 3.5163 2.9931
C -4.5230 -3.4517 -1.3313
C -3.7762 -2.2103 -0.9080
N -4.2526 -1.0218 -1.3292
O -2.7710 -2.2945 -0.1794
H -5.1122 -3.7691 -0.4641
H -3.8214 -4.2400 -1.6626
H -5.1887 -3.2789 -2.1573
H -4.9864 -0.8566 -1.9498
H -3.6543 -0.1737 -1.2276
```

## Properties
Max |F| in hartree/bohr: 0.05899
Gap between HOMO and LUMO in eV: 3.66
LUMO in eV: 1.642
Charge: -1

These are the Mulliken partial charges, in e, on atoms 1 to 8:
1. K 1.218
2. N 0.190
3. C -0.705
4. N 0.608
5. C 0.159
6. N -0.870
7. C -0.162
8. C -0.546

---

2.
A structure of composition C45H55N8O9PS2TeV. Source: the Open Molecules 2025 dataset; level of theory: ωB97M-V/def2-TZVPD.

```
122
Properties=species:S:1:pos:R:3
V 0.4565 0.5020 -1.0013
O -0.2618 0.7896 1.8425
H -1.1441 0.3786 1.9409
H 0.3591 0.1243 2.1855
N 2.2603 0.4866 -0.9691
C 3.3989 0.1036 -0.9713
N 4.5594 -0.2273 -1.0815
C 5.5959 -0.4467 -0.3005
N 6.5268 -0.6253 0.3493
C 4.3580 8.5477 0.2497
C 3.5033 7.3308 0.4292
C 3.3911 6.3718 -0.5617
C 2.6120 5.2235 -0.4252
C 2.6282 4.2999 -1.6156
C 1.9102 5.0587 0.7723
Te 0.6754 3.4509 1.4068
N 0.3442 2.3834 -0.2816
C -0.2563 2.8140 -1.3689
O -0.4157 1.8245 -2.2031
C -0.6625 4.1598 -1.7637
C -0.5508 4.4958 -3.1133
C -0.8928 5.7669 -3.5376
C -1.3746 6.6942 -2.6236
C -1.5254 6.3505 -1.2869
C -1.1677 5.0872 -0.8541
C 2.0548 2.5143 2.6822
C 3.3924 2.2866 2.3533
C 3.9718 2.4737 0.9855
C 4.2462 1.8700 3.3680
C 3.8117 1.7016 4.6741
C 4.7500 1.2635 5.7559
C 2.4724 1.9481 4.9610
C 1.5652 2.3502 3.9928
C 0.1491 2.6184 4.4316
C 1.9861 6.0216 1.7962
C 1.2702 5.8909 3.1165
C 2.7871 7.1342 1.6051
H 4.9564 8.4839 -0.6562
H 5.0284 8.6767 1.0984
H 3.7392 9.4430 0.1862
H 3.9363 6.5057 -1.4883
H 3.6619 4.0926 -1.8957
H 2.1552 4.7902 -2.4661
H 2.1385 3.3466 -1.4499
H -0.1868 3.7625 -3.8193
H -0.7960 6.0317 -4.5802
H -1.6513 7.6841 -2.9568
H -1.9371 7.0633 -0.5867
H -1.3629 4.8118 0.1767
H 3.2117 2.4459 0.2063
H 4.7023 1.6904 0.7847
H 4.4933 3.4304 0.9189
H 5.2805 1.6678 3.1207
H 5.7408 1.0510 5.3628
H 4.3750 0.3680 6.2501
H 4.8418 2.0389 6.5164
H 2.1183 1.8173 5.9757
H -0.0709 2.0321 5.3213
H -0.5904 2.3533 3.6788
H 0.0137 3.6691 4.6988
H 0.2231 5.5884 3.0138
H 1.2610 6.8500 3.6294
H 1.7728 5.1768 3.7735
H 2.8514 7.8704 2.3959
C -6.2435 -4.8282 -3.8702
C -6.0750 -3.3174 -3.8916
S -4.6559 -2.8197 -2.9266
O -4.6690 -3.5685 -1.6849
O -3.4767 -2.8780 -3.7568
C -4.9313 -1.0825 -2.5337
C -5.4667 -0.8115 -1.1276
N -4.4417 -0.2094 -0.2803
C -3.8135 -0.8031 0.7636
N -2.8469 -0.0424 1.2472
C -2.8297 1.0856 0.4900
C -3.8091 1.0041 -0.4531
N -4.1263 1.9816 -1.4418
O -5.0337 1.7582 -2.2182
O -3.4471 2.9923 -1.4281
C -4.1829 -2.1334 1.3056
H -7.1063 -5.0970 -4.4770
H -6.4025 -5.1870 -2.8566
H -5.3686 -5.3262 -4.2836
H -6.9381 -2.8042 -3.4656
H -5.8907 -2.9374 -4.8956
H -5.5854 -0.6716 -3.2992
H -3.9433 -0.6472 -2.6663
H -5.7648 -1.7375 -0.6393
H -6.3207 -0.1392 -1.1648
H -2.1611 1.9058 0.6804
H -5.1199 -2.0742 1.8615
H -3.4027 -2.4552 1.9911
H -4.3010 -2.8705 0.5127
C 1.7785 0.5488 -4.1816
P 0.6107 -0.4520 -3.2233
C 1.2694 -2.1388 -3.2755
C -0.9159 -0.4717 -4.1918
H 1.8370 0.1495 -5.1948
H 2.7706 0.5192 -3.7329
H 1.4350 1.5820 -4.2242
H 1.6609 -2.3415 -4.2733
H 0.4689 -2.8505 -3.0674
H 2.0651 -2.2703 -2.5402
H -0.6560 -0.5362 -5.2495
H -1.4746 0.4470 -4.0173
H -1.5291 -1.3316 -3.9146
O -1.7755 -1.4185 -1.4062
C -0.9325 -1.9252 -0.7008
N 0.1640 -1.1677 -0.2415
S 1.2535 -2.1160 0.6576
O 2.4578 -2.3189 -0.0898
O 1.3622 -1.5579 1.9742
C 0.2552 -3.5484 0.5679
C 0.5574 -4.7844 1.0980
C -0.3200 -5.8239 0.7976
C -1.4345 -5.6146 -0.0111
C -1.7170 -4.3610 -0.5381
C -0.8522 -3.3205 -0.2302
H 1.4314 -4.9420 1.7127
H -0.1241 -6.8103 1.1928
H -2.0898 -6.4435 -0.2373
H -2.5860 -4.1921 -1.1621
```

## Properties
Max |F| in hartree/bohr: 0.02357
Gap between HOMO and LUMO (spin up / spin down) in eV: 6.73 / 7.36
⟨S²⟩: 0.7721
LUMO (spin up / spin down) in eV: -6.813 / -6.181
2S+1: 2
Charge: +2

These are the Mulliken partial charges, in e, on atoms 1 to 8:
1. V -0.256
2. O -0.359
3. H 0.525
4. H 0.058
5. N -0.476
6. C 1.012
7. N -0.637
8. C 0.465